Molecular formula: H3IO3P
Method: DFT, the ωB97M-V functional and the def2-TZVPD basis

Structure (XYZ):
```
8
Properties=species:S:1:pos:R:3
I 2.497 0.228 0.046
O -0.629 1.428 -0.359
O -0.277 -1.196 -0.968
H -0.523 0.386 2.004
P 0.124 -0.082 0.079
H -0.668 1.811 -1.320
O -0.437 -0.474 1.507
H -0.088 -2.100 -0.990
```

Values from the calculation:
Charge = +1
Lowest unoccupied orbital energy = -5.25 eV
Relative energy (zero: lowest compared OMol25 entry of this formula, charge and spin) = 0.663 eV
Orbital gap = 10.1 eV
Maximum force = 4.3 eV/A

These are the Mulliken partial charges, in e, on atoms 1 to 5: number 1, I, carries 0.29; number 2, O, carries -0.50; number 3, O, carries -0.40; number 4, H, carries 0.40; number 5, P, carries 0.82



Molecular formula: C34H62BBr21Cl3F4N4O7S
Method: DFT, the ωB97M-V functional and the def2-TZVPD basis

Structure (XYZ):
```
137
Properties=species:S:1:pos:R:3
H -7.189 -3.648 -0.239
H 3.978 4.476 -0.666
S -3.017 1.858 0.982
Br 2.353 -4.321 8.544
C 1.131 -6.879 8.973
H -5.976 -4.488 1.366
H -4.627 6.389 4.505
N -4.097 0.516 1.264
H 5.238 5.223 0.349
C -4.465 1.976 -4.318
Br 11.036 2.125 -0.860
Br -0.968 4.765 5.894
C 5.533 2.213 4.905
H 11.036 3.284 -3.044
H -0.962 -0.959 -1.510
H -0.974 2.440 -8.390
Br -2.399 8.492 2.188
H 7.900 7.615 -3.584
H -2.132 -3.772 1.625
C 10.884 4.888 -1.613
C -1.961 1.979 -8.298
C 0.251 4.162 4.495
H 4.566 6.253 -2.498
Cl -6.136 0.617 -1.938
Br 2.437 -4.045 -3.818
H 1.261 4.205 4.911
O -2.831 -4.712 -3.064
H -4.446 3.120 -4.020
H 4.033 -4.426 -1.933
C -4.233 7.298 4.040
H 1.056 -8.241 3.092
Br 5.923 0.514 4.031
Cl -1.812 0.877 -3.486
C -1.538 -1.825 -0.980
H 1.553 -3.462 -1.293
C -4.938 -2.898 -0.023
H -0.644 -3.499 -2.240
Br 6.218 3.982 -1.586
H -1.579 -1.535 0.177
Br 2.983 -7.187 -1.958
H 10.792 5.632 -2.410
O -3.663 -3.036 -0.687
Br 2.461 -7.979 8.064
H -6.950 -1.671 1.640
O -6.625 -2.590 -2.022
Br 6.110 7.640 -1.106
F -3.643 2.939 -0.193
H -5.943 -4.503 -1.369
H 11.894 4.931 -1.197
Br 4.036 3.431 2.784
C 4.888 5.082 -0.677
Br -1.345 -8.093 2.525
H 0.159 4.906 3.699
C 0.769 -3.020 -0.519
C 4.059 -4.733 -2.981
H -3.706 -5.576 -0.121
H 0.943 -1.839 -0.544
H 3.842 3.505 5.246
C -3.636 1.023 -3.225
C 7.383 7.631 -4.547
Br 1.070 -3.586 1.375
Br 0.402 1.399 5.248
H -3.005 6.149 2.693
H 8.215 9.379 -5.494
H 1.481 -6.738 9.999
C -0.763 -3.254 -1.078
Br -2.067 1.375 -6.447
F -8.864 -1.937 -1.143
Br 9.666 5.491 -0.215
C 0.231 -7.028 4.671
H 4.880 -4.216 -3.486
C 4.133 2.685 4.583
H 9.427 3.400 -2.286
H -2.000 1.087 -8.929
H 1.221 -6.870 5.108
Br -4.772 2.103 -8.851
N -5.224 -1.603 0.691
H 6.310 2.917 4.596
H -1.207 2.674 3.823
C -3.859 -5.246 0.989
H -1.317 -4.175 -0.616
H 7.799 8.086 -6.648
Br 10.044 7.721 -5.612
C -0.133 2.791 3.990
O -2.941 2.645 2.348
C 0.349 -7.416 3.215
H 0.002 -5.079 8.612
H -6.617 -0.218 0.909
H 0.402 2.558 3.065
F -8.638 -3.890 -2.637
H -5.543 1.573 -4.546
H 0.809 -5.707 7.152
N -3.652 -0.533 -1.031
H 3.383 1.892 4.642
Br 6.964 5.781 -5.001
C -8.082 -2.555 -2.245
C -2.474 -4.901 1.811
C -3.048 2.982 -8.609
H 5.183 -6.570 -2.903
Br -4.008 8.561 5.509
C 4.654 6.379 -1.416
H -3.831 1.893 -5.325
H 5.635 2.013 5.975
H -2.849 3.483 -9.561
H 6.413 8.121 -4.426
C 8.181 8.297 -5.645
C 4.178 -6.228 -3.166
H -4.461 -4.279 -4.865
O -3.120 -2.093 -2.880
C -4.310 -0.473 0.319
C -2.917 7.016 3.354
H -3.283 -5.219 -2.326
C 10.501 3.516 -2.119
H -3.180 3.736 -7.828
H -4.596 0.425 2.191
H -1.591 -5.558 1.360
H -0.314 -7.761 5.272
H -2.090 6.854 4.050
C -6.241 -3.461 -0.912
H 3.940 -6.561 -4.181
B -3.552 -3.416 -3.324
Br -0.692 -5.323 4.875
H -2.613 -5.114 2.963
H 3.759 6.881 -1.038
H 0.221 -7.485 8.984
H -4.991 7.716 3.373
H 0.649 -6.587 2.568
O -1.538 1.408 0.692
H -4.328 -6.194 1.545
O -4.767 -3.574 -4.201
C -3.160 -1.892 -1.425
C -4.275 0.303 -2.083
N -6.560 -1.266 0.736
Cl -4.598 -3.077 2.849
C 0.897 -5.581 8.234
C -4.890 -4.009 1.239
F -8.308 -1.667 -3.446
```

Values from the calculation:
Charge = +1
Lowest unoccupied orbital energy = -5.87 eV
Orbital gap = 4.9 eV
Maximum force = 9.8 eV/A

These are the Mulliken partial charges, in e, on atoms 1 to 5: number 1, H, carries 0.63; number 2, H, carries 0.32; number 3, S, carries 1.11; number 4, Br, carries -0.11; number 5, C, carries -0.59



Molecular formula: C10H11NO2
Method: DFT, the ωB97M-V functional and the def2-TZVPD basis

Structure (XYZ):
```
24
Properties=species:S:1:pos:R:3
O -2.842 1.982 0.412
H -3.415 1.594 2.445
C -0.318 -0.160 -0.718
C -2.742 2.407 1.960
C -1.642 1.530 0.189
H 1.955 -0.565 -2.124
H -3.187 3.377 1.831
N 2.539 -2.452 -1.199
H 1.225 1.031 2.058
C 1.697 -0.696 0.014
H 2.319 -2.920 -2.158
C 0.384 1.013 1.353
C -0.812 1.657 1.285
C 1.743 -1.220 -1.270
H 2.752 -0.275 0.126
H -0.076 -2.365 -0.521
C -1.628 0.490 -0.831
C 0.698 0.196 0.151
H -0.140 -1.929 -2.530
C 0.278 -1.464 -1.460
H 3.385 -2.082 -0.880
H 1.864 -1.601 0.718
H -2.607 0.132 -1.215
O -1.430 2.318 2.362
```

Values from the calculation:
Charge = 0
Lowest unoccupied orbital energy = 0.76 eV
Relative energy (zero: lowest compared OMol25 entry of this formula, charge and spin) = 6.543 eV
Orbital gap = 8.4 eV
Maximum force = 10.2 eV/A

These are the Mulliken partial charges, in e, on atoms 1 to 5: number 1, O, carries -0.49; number 2, H, carries 0.25; number 3, C, carries 0.34; number 4, C, carries -0.23; number 5, C, carries 0.69



The lowest charge belongs to which entry?
C10H11NO2